(1)
Density functional theory data (ωB97M-V/def2-TZVPD) for a single C5H6O2 molecule.

Output
HOMO, eV: -9.351
Relative energy (zero: lowest compared OMol25 entry of this formula, charge and spin), eV: 5.8033

ORCA input file:
```
! wB97M-V def2-TZVPD RIJCOSX def2/J DEFGRID3
* xyz 0 1
C -1.834 0.955 0.254
C -0.959 -0.267 0.414
O -1.366 -1.217 -0.502
C 0.447 0.133 0.410
O 1.062 -0.651 -0.447
C 2.375 -0.285 -0.371
C 3.532 -0.125 -0.459
H -2.867 0.652 0.346
H -1.708 1.412 -0.725
H -1.609 1.687 1.017
H -1.061 -0.658 1.443
H -0.585 -1.660 -0.846
H 4.573 0.025 -0.534
*
```


(2)
Density functional theory data (ωB97M-V/def2-TZVPD) for a single C22H19ClFNO4S molecule.

Output
HOMO, eV: -8.974
Relative energy (zero: lowest compared OMol25 entry of this formula, charge and spin), eV: 0.1557
SMILES string: COC(=O)Cc1ccc(N(Cc2ccccc2F)S(=O)(=O)c2ccc(Cl)cc2)cc1

ORCA input file:
```
! wB97M-V def2-TZVPD RIJCOSX def2/J DEFGRID3
* xyz 0 1
C -6.353 0.080 0.401
O -5.461 -0.988 0.703
C -4.493 -1.231 -0.181
O -4.334 -0.606 -1.195
C -3.628 -2.397 0.272
C -2.188 -1.966 0.241
C -1.429 -2.129 -0.911
C -0.133 -1.653 -0.973
C 0.418 -0.997 0.120
N 1.702 -0.388 0.069
C 2.822 -1.286 -0.188
C 4.105 -0.536 0.020
C 4.968 -0.253 -1.028
C 6.126 0.474 -0.816
C 6.437 0.937 0.450
C 5.591 0.670 1.512
C 4.441 -0.058 1.280
F 3.621 -0.321 2.323
S 1.692 0.934 -0.998
O 1.741 0.468 -2.357
O 2.701 1.859 -0.580
C 0.076 1.614 -0.631
C -1.001 1.355 -1.457
C -2.263 1.789 -1.091
C -2.410 2.484 0.101
Cl -3.975 3.016 0.579
C -1.326 2.768 0.919
C -0.071 2.321 0.547
C -0.326 -0.854 1.284
C -1.621 -1.333 1.340
H -5.863 1.039 0.580
H -6.664 0.028 -0.643
H -7.206 -0.038 1.064
H -3.792 -3.222 -0.423
H -3.941 -2.694 1.272
H -1.863 -2.614 -1.772
H 0.443 -1.753 -1.880
H 2.740 -2.112 0.526
H 2.787 -1.684 -1.211
H 4.716 -0.596 -2.021
H 6.783 0.688 -1.646
H 7.336 1.511 0.614
H 5.805 1.024 2.508
H -0.843 0.813 -2.375
H -3.121 1.566 -1.705
H -1.468 3.321 1.835
H 0.801 2.511 1.152
H 0.120 -0.354 2.129
H -2.201 -1.206 2.242
*
```


(3)
Density functional theory data (ωB97M-V/def2-TZVPD) for a gas-phase ion, C8H9N2O2 (charge +1).

Output
HOMO, eV: -13.001
Relative energy (zero: lowest compared OMol25 entry of this formula, charge and spin), eV: 2.8962
SMILES string: Cc1cc(C)c(=O)n([NH+]=C=O)c1

ORCA input file:
```
! wB97M-V def2-TZVPD RIJCOSX def2/J DEFGRID3
* xyz 1 1
C 2.367 -1.802 -0.271
C 1.181 -0.971 -0.081
C 1.287 0.486 -0.243
C 0.272 1.364 -0.209
C 0.362 2.822 -0.421
C -0.960 0.750 0.069
O -2.126 1.189 0.137
N -1.021 -0.598 0.380
N -2.284 -1.071 0.606
C -3.384 -0.384 0.651
O -4.492 -0.204 0.530
C -0.022 -1.510 0.252
H 2.004 -2.832 -0.120
H 2.631 -1.530 -1.294
H 3.164 -1.460 0.487
H 2.286 0.706 -0.563
H -0.097 3.165 -1.266
H -0.178 3.306 0.419
H 1.371 3.156 -0.394
H -2.246 -2.010 0.824
H -0.116 -2.573 0.505
*
```


(4)
Density functional theory data (ωB97M-V/def2-TZVPD) for a single C5H9F molecule.

Output
HOMO, eV: -9.933
Relative energy (zero: lowest compared OMol25 entry of this formula, charge and spin), eV: 0.9564
SMILES string: C=CC(C)(C)F

ORCA input file:
```
! wB97M-V def2-TZVPD RIJCOSX def2/J DEFGRID3
* xyz 0 1
C -0.013 -1.657 -1.779
C 0.191 -0.406 -1.237
C 0.297 -0.131 0.279
C 0.795 1.267 0.557
C -0.899 -0.321 1.191
F 1.338 -1.014 0.806
H -0.010 -1.962 -2.802
H -0.093 -2.422 -1.107
H 0.303 0.419 -1.897
H 1.083 1.253 1.542
H 1.713 1.650 0.013
H -0.073 2.026 0.522
H -0.602 0.244 2.146
H -1.675 0.174 0.704
H -1.075 -1.372 1.380
*
```


(5)
Density functional theory data (ωB97M-V/def2-TZVPD) for a molecular structure, C29H79N4O13.

Output
HOMO, eV: -4.053
Relative energy (zero: lowest compared OMol25 entry of this formula, charge and spin), eV: 19.0630

ORCA input file:
```
! wB97M-V def2-TZVPD RIJCOSX def2/J DEFGRID3
* xyz -1 1
C 12.581 37.154 1.712
O 13.949 36.957 2.166
H 12.474 37.877 0.867
H 12.161 37.630 2.569
H 12.099 36.248 1.426
C 13.587 40.460 0.419
O 14.656 40.161 -0.347
H 13.470 39.675 1.094
H 12.563 40.534 0.173
H 13.724 41.533 0.888
H 15.161 39.319 0.255
C 16.969 35.856 3.446
O 15.835 35.148 2.916
H 16.568 36.895 3.213
H 17.874 35.757 3.025
H 17.185 35.666 4.525
H 15.171 35.852 2.631
C 9.840 34.390 0.754
O 9.379 34.620 -0.623
H 9.968 33.343 0.915
H 9.138 34.902 1.438
H 10.820 34.834 0.690
H 9.979 35.423 -0.763
C 13.452 39.678 4.537
O 14.506 39.004 3.867
H 12.444 39.847 4.100
H 13.863 40.660 4.812
H 13.215 39.127 5.601
H 14.131 38.364 3.275
C 14.844 36.837 7.822
O 14.259 35.819 7.122
C 13.470 36.167 5.999
C 13.050 35.025 5.172
N 12.198 35.437 4.191
C 11.484 34.340 3.583
C 12.424 33.500 2.610
O 11.660 32.594 1.951
C 12.493 31.884 0.986
H 14.239 37.599 8.254
H 15.563 37.151 7.127
H 15.608 36.392 8.656
H 14.012 36.826 5.326
H 12.614 36.704 6.531
H 12.454 34.482 5.995
H 13.932 34.493 4.886
H 12.656 35.766 3.371
H 10.648 34.963 2.982
H 10.796 33.812 4.162
H 13.205 33.045 3.327
H 12.898 33.918 1.792
H 11.720 31.093 0.521
H 13.155 31.268 1.677
H 12.877 32.385 0.226
C 9.847 35.903 9.625
O 9.910 36.845 8.609
C 9.779 36.257 7.384
C 9.653 37.467 6.328
N 9.623 36.936 4.900
C 9.225 38.068 4.010
C 9.144 37.482 2.534
O 8.549 38.455 1.659
C 9.408 39.681 1.479
H 10.430 35.131 9.220
H 8.813 35.353 9.465
H 10.074 36.219 10.461
H 9.067 35.422 7.414
H 10.648 35.533 7.127
H 10.325 38.265 6.530
H 8.705 37.973 6.631
H 10.664 36.518 4.697
H 9.989 38.766 4.065
H 8.237 38.523 4.220
H 8.518 36.609 2.515
H 10.118 37.085 2.072
H 10.491 39.439 1.241
H 9.360 40.310 2.272
H 8.792 40.331 0.631
C 13.430 34.150 -1.141
O 14.577 34.471 -0.405
C 14.329 35.775 0.188
C 15.707 36.334 0.542
N 15.546 37.610 1.105
C 16.727 38.108 1.713
C 16.594 39.401 2.485
O 17.875 39.772 2.805
C 18.026 41.066 3.285
H 12.537 33.950 -0.675
H 13.721 33.150 -1.768
H 13.000 34.805 -1.751
H 13.582 35.605 1.076
H 13.735 36.372 -0.304
H 16.374 36.316 -0.169
H 16.041 35.579 1.271
H 14.725 37.398 1.826
H 17.440 38.323 0.835
H 17.178 37.421 2.396
H 15.990 39.286 3.111
H 16.164 40.120 1.898
H 18.354 41.963 2.630
H 18.950 41.014 3.864
H 17.303 41.412 3.845
C 11.097 38.026 -0.777
O 10.859 36.744 -1.438
C 10.984 36.904 -2.926
C 10.405 35.621 -3.576
N 10.399 35.924 -5.019
C 9.768 34.856 -5.776
C 9.874 35.000 -7.235
O 9.197 33.887 -7.827
C 9.299 33.810 -9.292
H 10.866 37.675 0.370
H 10.600 38.968 -1.088
H 12.125 38.201 -0.791
H 12.106 37.145 -2.976
H 10.255 37.755 -3.199
H 9.303 35.525 -3.397
H 11.043 34.796 -3.291
H 11.351 36.186 -5.317
H 8.789 34.588 -5.414
H 10.224 33.892 -5.666
H 10.972 35.056 -7.591
H 9.066 35.811 -7.740
H 8.562 33.103 -9.575
H 10.397 33.301 -9.365
H 9.213 34.666 -9.768
*
```


(6)
Density functional theory data (ωB97M-V/def2-TZVPD) for a single C19H14F6N2O3 molecule.

Output
HOMO, eV: -9.279
SMILES string: O=C(NCc1ccc(OC(F)(F)F)cc1)[C@H]1CC(c2ccccc2C(F)(F)F)=NO1

ORCA input file:
```
! wB97M-V def2-TZVPD RIJCOSX def2/J DEFGRID3
* xyz 0 1
O -0.229 -3.002 1.159
C -0.533 -2.101 0.406
N -0.096 -0.838 0.505
C 0.869 -0.417 1.498
C 2.221 -0.201 0.868
C 2.721 1.077 0.664
C 3.949 1.265 0.052
C 4.667 0.158 -0.362
O 5.910 0.335 -1.025
C 6.951 0.488 -0.238
F 6.886 1.574 0.558
F 8.053 0.615 -0.968
F 7.157 -0.545 0.603
C 4.187 -1.127 -0.171
C 2.960 -1.299 0.443
C -1.559 -2.327 -0.720
C -2.977 -2.371 -0.129
C -3.489 -1.035 -0.626
C -4.757 -0.442 -0.225
C -5.878 -1.257 -0.078
C -7.105 -0.723 0.266
C -7.235 0.638 0.481
C -6.128 1.460 0.370
C -4.892 0.930 0.026
C -3.705 1.857 -0.030
F -3.347 2.197 -1.274
F -3.946 3.016 0.610
F -2.609 1.349 0.568
N -2.696 -0.480 -1.451
O -1.577 -1.225 -1.643
H -0.351 -0.174 -0.212
H 0.919 -1.220 2.239
H 0.510 0.500 1.971
H 2.153 1.936 0.988
H 4.345 2.256 -0.106
H 4.771 -1.972 -0.500
H 2.570 -2.294 0.599
H -1.286 -3.230 -1.270
H -2.970 -2.434 0.959
H -3.572 -3.196 -0.525
H -5.787 -2.317 -0.258
H -7.962 -1.372 0.364
H -8.191 1.061 0.745
H -6.219 2.519 0.559
*
```


no.,strongest force on any atom (eV/A),E_LUMO (eV),DFT total energy (a.u.)
1,3.30,0.346,-344.3886
2,0.96,0.429,-2163.7127
3,3.46,-4.040,-569.8991
4,4.13,1.042,-295.7250
5,13.90,2.266,-2348.4859
6,1.92,0.154,-1666.8801